Here is C23H20BrClEuP as an isolated structure in a non-equilibrium geometry from the Open Molecules 2025 dataset. Energies are from ωB97M-V/def2-TZVPD.

The geometry in XYZ format:
```
47
C23H20BrClEuP ωB97M-V/def2-TZVPD
C -1.093 -1.345 1.256
C -0.992 -1.890 -0.055
C 0.403 -2.085 -0.343
H -1.806 -2.081 -0.732
C 1.142 -1.716 0.810
C 0.239 -1.202 1.774
H 0.503 -0.784 2.730
H -1.996 -1.042 1.754
H 0.811 -2.456 -1.267
H 2.215 -1.672 0.875
Eu 0.000 0.000 0.000
Cl 1.849 1.261 -0.432
P 0.116 0.348 -3.812
C 1.221 -0.715 -4.830
C 0.802 -1.428 -5.950
H -0.231 -1.376 -6.265
C 1.702 -2.204 -6.667
H 1.362 -2.755 -7.534
C 3.033 -2.271 -6.280
H 3.733 -2.875 -6.841
C 3.460 -1.562 -5.164
H 4.494 -1.614 -4.852
C 2.558 -0.799 -4.439
H 2.893 -0.260 -3.561
C -1.538 -0.084 -4.491
C -2.172 -1.207 -3.957
H -1.687 -1.768 -3.167
C -3.411 -1.611 -4.428
H -3.887 -2.486 -4.007
C -4.047 -0.884 -5.426
H -5.019 -1.192 -5.787
C -3.431 0.242 -5.953
H -3.922 0.814 -6.730
C -2.183 0.638 -5.493
H -1.707 1.512 -5.916
C 0.402 2.002 -4.565
C 1.103 2.209 -5.751
H 1.517 1.364 -6.283
C 1.271 3.492 -6.254
H 1.819 3.638 -7.176
C 0.734 4.582 -5.585
H 0.865 5.581 -5.980
C 0.034 4.386 -4.402
H -0.382 5.232 -3.870
C -0.121 3.107 -3.890
H -0.656 2.960 -2.960
Br -1.249 1.674 1.858
```

Its HOMO energy (spin up / spin down) is -8.71 / -8.74 eV. Its spin multiplicity is 7. The gap between HOMO and LUMO (spin up / spin down) is 8.55 / 8.71 eV. The calculation puts the calculated total energy at -4974.23346 Ha.